[1]
Computed, not measured: the molecule C4H6OS, with ωB97M-V/def2-TZVPD.

```
12
Properties=species:S:1:pos:R:3:forces:R:3
C -1.136162 1.167509 0.543086 1.2 -1.5 0.9
C -0.039328 0.567253 0.006372 -0.4 1.5 0.2
S 1.582453 1.321803 0.331640 -1.3 0.4 0.0
C -0.051147 -0.681815 -0.864275 -4.0 0.5 0.1
C 0.596495 -1.701192 -0.014981 5.1 1.0 -2.5
O 0.249721 -2.593726 0.651080 -1.8 -1.4 1.4
H -0.994445 1.841888 1.448950 -0.5 -0.6 -1.7
H -2.091602 0.657008 0.376281 0.2 0.6 0.1
H 0.898470 2.477560 0.624018 1.0 -0.5 -0.1
H -1.157644 -0.941469 -1.039826 1.4 0.3 0.4
H 0.367804 -0.567878 -1.869233 0.5 0.0 0.5
H 1.775384 -1.546942 -0.193113 -1.5 -0.2 0.7
```
Forces are in eV/Å.

HOMO ... -9.0 eV
ΔE to the lowest compared entry with this formula, charge and spin ... 49.92 kcal per mole
SMILES string ... C=C(S)CC=O
Molecular weight ... 102.2 g/mol
Gap between HOMO and LUMO ... 9.455 eV

Partial charges, natural (NBO), in e:
1. C -0.443
2. C -0.097
3. S -0.007
4. C -0.568
5. C 0.483
6. O -0.481
7. H 0.218
8. H 0.213
9. H 0.145
10. H 0.231
11. H 0.253
12. H 0.055



[2]
Computed, not measured: a cluster of 6 separate species, C19H43BrN4O7 in total, with ωB97M-V/def2-TZVPD.

```
74
Properties=species:S:1:pos:R:3:forces:R:3
O -3.572946 -2.524468 5.001925 -3.1 8.3 -3.3
C -3.988533 -1.348057 4.458026 1.6 -4.7 2.3
O -4.910095 -0.423387 5.197247 1.9 -1.5 -3.4
C -3.473332 -0.894569 2.934211 0.4 -0.6 1.2
C -2.808855 -2.216427 2.195341 -0.1 0.1 0.1
C -2.343549 -1.943936 0.640735 -0.7 0.5 -1.0
C -2.679934 -0.379321 0.134630 0.6 -2.7 0.5
N -4.009897 -0.203806 -0.365415 4.0 0.4 1.3
N -4.286006 1.024106 -0.717491 3.6 2.1 0.9
C -3.201439 1.939627 -0.530338 -0.3 2.5 -0.6
C -3.573680 3.527255 -0.927953 0.7 -1.2 0.2
C -2.496853 4.608489 -0.328862 -0.4 1.0 -0.2
C -2.406825 4.643680 1.318111 -0.8 0.3 -0.3
Br -0.424269 4.852667 1.745937 -1.5 -0.3 0.1
N -1.858328 1.755640 -0.070033 -4.1 -0.3 -1.2
N -1.582156 0.527759 0.281990 -3.6 -2.1 -0.7
H -5.266030 0.251721 4.521207 1.0 -1.5 1.4
H -2.595432 -0.101259 3.073042 -2.2 -1.4 -0.2
H -4.406587 -0.455946 2.378087 1.9 -0.8 0.9
H -3.610018 -3.072517 2.204719 1.7 1.7 0.1
H -1.854763 -2.563199 2.779546 -2.1 0.7 -0.9
H -1.209635 -2.139543 0.425302 -2.2 0.5 0.8
H -2.943345 -2.735653 -0.020990 1.2 2.1 1.2
H -3.534646 3.577863 -2.119106 -0.4 0.0 2.7
H -4.655728 3.708215 -0.498583 2.2 -0.3 -1.1
H -2.892673 5.686221 -0.650894 0.8 -2.3 0.6
H -1.409885 4.521815 -0.810424 -2.6 -0.2 1.2
H -2.880513 3.694657 1.837424 1.4 1.8 -1.1
H -2.927019 5.599016 1.796221 1.2 -2.1 -1.2
C 0.796046 2.348911 -3.177731 0.1 0.1 -0.1
C 1.297148 0.921356 -3.105703 -0.3 0.2 0.2
O 1.797397 0.647852 -1.805217 -0.1 -0.2 0.4
H 1.601143 3.051762 -2.939880 -0.2 -0.1 -0.1
H 0.411049 2.577228 -4.175524 0.0 0.1 0.1
H -0.000323 2.517330 -2.445452 0.0 -0.1 -0.1
H 2.107598 0.763397 -3.823497 0.0 -0.1 0.2
H 0.494622 0.211940 -3.329683 0.0 0.0 -0.2
H 1.067932 0.782891 -1.176200 0.4 0.0 -0.3
C 4.163339 -1.571987 -2.891896 -0.1 0.3 0.0
C 4.023509 -2.855127 -2.099305 0.3 0.2 -0.2
O 4.604381 -3.934171 -2.816640 0.3 -0.3 -0.1
H 3.675983 -1.667417 -3.867669 0.0 0.0 0.1
H 3.716364 -0.730946 -2.354488 0.1 -0.1 -0.1
H 5.217823 -1.347810 -3.083228 0.0 0.0 0.1
H 2.967891 -3.087048 -1.929333 0.2 -0.1 -0.1
H 4.519445 -2.772093 -1.127380 -0.1 0.1 0.1
H 5.543491 -3.722254 -2.955134 -0.4 -0.2 0.1
C 3.301572 6.917805 -4.292207 0.2 0.1 0.1
C 2.943996 5.481558 -4.613972 -0.1 0.3 -0.1
O 1.575626 5.244323 -4.317998 -0.4 0.1 -0.1
H 3.112758 7.133874 -3.235601 0.1 -0.1 -0.1
H 4.354674 7.115847 -4.510607 -0.1 0.1 0.0
H 2.684520 7.610300 -4.874013 0.1 -0.1 -0.1
H 3.547304 4.793294 -4.014539 -0.2 0.0 0.0
H 3.117855 5.261344 -5.671690 0.2 0.0 0.0
H 1.048133 5.854587 -4.861456 0.3 -0.3 0.3
C 6.626654 -8.362964 -3.278676 0.1 -0.2 0.0
C 6.613335 -7.054411 -2.515976 -0.2 -0.1 -0.3
O 7.331997 -6.064943 -3.237638 0.1 0.4 -0.3
H 7.654584 -8.702960 -3.441518 -0.1 0.0 0.1
H 6.080460 -9.137764 -2.733423 0.0 0.0 -0.1
H 6.171642 -8.239979 -4.266927 -0.1 0.0 0.1
H 7.088576 -7.176376 -1.538081 0.0 0.2 -0.2
H 5.589348 -6.701233 -2.360398 0.0 -0.1 0.1
H 6.897084 -5.958169 -4.101042 0.2 -0.1 0.5
C -4.234842 -0.905620 9.234389 0.2 0.0 0.1
C -5.715719 -1.223082 9.254857 0.2 0.0 -0.3
O -6.382593 -0.492548 8.236075 -0.2 0.0 -0.3
H -4.068999 0.166211 9.384154 -0.1 -0.1 0.1
H -3.706798 -1.457563 10.016995 0.0 0.0 -0.1
H -3.796830 -1.163119 8.264522 0.0 -0.1 0.1
H -6.153852 -0.943937 10.217730 -0.1 0.0 -0.2
H -5.890412 -2.291132 9.092869 0.1 -0.1 0.2
H -5.991937 -0.753800 7.384517 -0.1 0.2 0.4
```
Forces are in eV/Å.

HOMO ... -9.9 eV
SMILES string ... O=C(O)CCCc1nnc(CCCBr)nn1.CCO.CCO.CCO.CCO.CCO
Molecular weight ... 519.5 g/mol
Gap between HOMO and LUMO ... 8.605 eV

Partial charges, Löwdin, in e:
1. O -0.039
2. C -0.237
3. O -0.023
4. C -0.113
5. C -0.187
6. C -0.127
7. C -0.226
8. N 0.055
9. N 0.056
10. C -0.206
11. C -0.138
12. C -0.309
13. C -0.568
14. Br 0.499
15. N 0.068
16. N 0.065
17. H 0.128
18. H 0.142
19. H 0.115
20. H 0.125
21. H 0.127
22. H 0.112
23. H 0.122
24. H 0.129
25. H 0.120
26. H 0.120
27. H 0.090
28. H 0.073
29. H 0.077
30. C -0.092
31. C -0.325
32. O -0.102
33. H 0.068
34. H 0.076
35. H 0.056
36. H 0.109
37. H 0.107
38. H 0.073
39. C -0.093
40. C -0.322
41. O -0.101
42. H 0.078
43. H 0.054
44. H 0.075
45. H 0.113
46. H 0.110
47. H 0.080
48. C -0.097
49. C -0.326
50. O -0.103
51. H 0.079
52. H 0.075
53. H 0.072
54. H 0.114
55. H 0.109
56. H 0.091
57. C -0.099
58. C -0.331
59. O -0.096
60. H 0.076
61. H 0.073
62. H 0.073
63. H 0.114
64. H 0.102
65. H 0.087
66. C -0.095
67. C -0.329
68. O -0.095
69. H 0.077
70. H 0.072
71. H 0.067
72. H 0.111
73. H 0.108
74. H 0.058



[3]
Computed, not measured: a structure of composition C52H66N5O4PTa, with ωB97M-V/def2-TZVPD.

```
129
Properties=species:S:1:pos:R:3:forces:R:3
Ta -0.366906 -0.182835 0.435914 -1.5 0.4 0.3
C 6.373235 0.957594 1.240959 0.1 -0.1 -0.2
O 5.676831 1.627703 2.297558 0.1 0.0 0.1
C 4.378857 1.545001 2.401481 -0.4 0.1 0.2
C 3.790446 2.282938 3.459219 0.2 0.0 0.1
C 2.442611 2.300511 3.620258 0.0 0.0 0.0
C 1.574802 1.602540 2.736882 -0.2 -0.3 -0.3
C 0.167157 1.740010 2.826257 0.4 0.2 0.1
C -0.462671 2.549094 3.906288 -0.2 0.0 0.0
O -0.648751 1.204768 1.983038 0.0 -0.8 -1.1
C 2.187978 0.824365 1.712177 0.3 0.6 0.8
O 1.400669 0.131718 0.872173 0.8 -0.4 -0.2
C 3.554535 0.795881 1.550314 -0.1 -0.5 -0.5
H 7.417499 1.223811 1.360008 0.0 0.0 0.1
H 6.023564 1.306376 0.267375 -0.1 0.0 0.0
H 6.257682 -0.123758 1.322621 0.0 0.0 0.1
H 4.452141 2.825714 4.120922 0.0 0.0 0.0
H 2.025176 2.873040 4.436549 0.0 0.0 0.0
H -0.145078 2.199026 4.889471 0.0 0.0 0.0
H -1.545394 2.485783 3.838775 0.0 0.0 0.0
H -0.166104 3.596363 3.820814 0.0 0.0 0.0
H 3.965736 0.175128 0.764095 0.0 0.1 0.1
C 1.592220 -5.864446 -0.624361 0.0 0.1 -0.1
C 2.075244 -4.413285 -0.489608 -0.2 -0.2 0.1
C 2.106218 -3.927772 0.943981 -0.1 0.3 -0.2
C 3.103311 -4.460647 1.752943 0.0 0.0 0.1
C 3.282453 -4.045194 3.059827 0.0 0.1 0.0
C 2.442199 -3.078030 3.581805 0.1 0.0 0.0
C 1.406557 -2.540900 2.829799 -0.1 0.1 0.0
C 0.464361 -1.596377 3.538341 0.1 -0.2 0.1
C -0.312825 -2.292683 4.663303 0.0 0.1 0.0
C 1.237613 -2.960970 1.501765 0.6 -0.2 0.3
N 0.193354 -2.382336 0.717116 -0.9 1.6 -0.7
C -0.597593 -3.158615 -0.005489 -0.1 0.0 0.1
C -1.505792 -2.585713 -0.886269 -0.1 -0.1 -0.1
C -2.487356 -3.109699 -1.725003 0.0 0.0 0.1
C -3.174753 -2.020312 -2.267524 0.0 0.1 0.1
C -2.595347 -0.876510 -1.744164 -0.1 0.0 0.1
N -1.564730 -1.192248 -0.916651 0.3 -0.1 -0.5
H 1.542283 -6.145355 -1.675830 0.0 0.0 0.0
H 0.605743 -6.021359 -0.182793 0.0 0.0 0.0
H 2.280968 -6.545601 -0.127920 0.0 0.0 0.0
H 1.468325 -3.764657 -1.124695 0.0 0.1 0.0
H 3.094653 -4.366181 -0.876758 0.0 0.0 0.0
H 3.761108 -5.214071 1.337413 0.0 0.0 0.0
H 4.069691 -4.468701 3.668422 0.0 0.0 0.0
H 2.579904 -2.742858 4.602444 0.0 0.0 0.0
H -0.258160 -1.152465 2.839720 0.1 0.0 0.1
H 1.048820 -0.787810 3.981098 -0.1 0.1 -0.1
H -0.786322 -3.210180 4.315290 0.0 0.0 0.0
H -1.082113 -1.632920 5.067000 0.0 0.0 0.0
H 0.357242 -2.555812 5.479516 0.0 0.0 0.0
H -0.617210 -4.232084 0.144929 0.4 -0.1 -0.1
H -2.677819 -4.155306 -1.911877 0.0 0.0 0.0
H -3.996406 -2.045366 -2.964008 0.0 0.0 0.0
H -2.884088 0.152032 -1.895123 0.0 -0.1 0.0
O -0.208576 1.287815 -1.200076 -0.9 -1.6 2.3
P 0.777396 1.906241 -2.248585 1.1 0.4 -0.5
C 0.190341 2.043420 -3.994227 0.1 -0.2 0.2
C 0.252386 0.727721 -4.777680 0.0 -0.2 0.1
C -0.870948 -0.216321 -4.363995 -0.1 0.1 -0.2
C -2.222523 0.440722 -4.644599 0.0 0.0 0.2
C -2.338608 1.770698 -3.899331 0.1 0.0 -0.2
C -1.176104 2.703242 -4.236464 -0.2 0.0 0.2
C 1.430356 3.588250 -1.803029 -0.3 -0.1 0.0
C 1.616165 3.820443 -0.297538 -0.2 -0.2 0.1
C 0.314533 4.185384 0.422209 0.1 0.2 0.0
C -0.363758 5.385967 -0.232288 -0.1 -0.2 0.0
C -0.623423 5.079482 -1.702933 0.2 0.1 0.1
C 0.696822 4.789928 -2.415195 -0.2 -0.1 -0.1
C 2.284882 0.851702 -2.114518 -0.4 0.2 0.0
C 3.457719 1.246046 -3.052487 0.0 -0.1 -0.2
C 3.880705 0.113900 -3.991647 0.1 -0.1 0.1
C 4.251937 -1.166207 -3.230760 -0.1 0.1 0.0
C 3.375738 -1.376084 -1.980009 -0.1 -0.1 -0.1
C 2.031497 -0.661632 -2.128381 0.1 0.0 0.0
H 0.972102 2.710988 -4.382426 0.0 0.0 0.1
H 1.225961 0.253062 -4.676392 0.0 0.0 0.0
H 0.131619 0.980530 -5.834192 0.1 0.0 0.0
H -0.777182 -0.436770 -3.295008 0.0 -0.1 -0.1
H -0.786737 -1.158739 -4.907553 0.0 0.0 0.0
H -3.042352 -0.225409 -4.367573 0.0 0.0 -0.1
H -2.310508 0.620464 -5.718749 -0.1 0.0 0.0
H -2.339930 1.600560 -2.816970 0.0 0.1 -0.1
H -3.276457 2.263876 -4.157093 0.0 0.0 0.1
H -1.291093 3.636995 -3.694250 0.0 0.0 -0.1
H -1.216323 2.947240 -5.301309 0.1 0.0 0.0
H 2.423825 3.541095 -2.262505 0.0 -0.1 0.0
H 2.312506 4.655705 -0.187340 0.1 -0.1 0.0
H 2.081094 2.948704 0.169031 0.1 0.0 0.1
H 0.540624 4.416064 1.466190 0.0 -0.1 0.0
H -0.373314 3.336897 0.397068 -0.1 0.0 0.1
H 0.285223 6.261519 -0.147785 0.0 0.0 0.0
H -1.298559 5.620016 0.278804 0.0 0.0 0.0
H -1.126717 5.917144 -2.185924 -0.1 -0.1 0.0
H -1.280498 4.203579 -1.762253 -0.1 0.1 0.0
H 1.345793 5.662387 -2.300541 0.1 0.0 0.0
H 0.552476 4.661622 -3.487599 0.0 0.0 0.0
H 2.577375 1.094895 -1.083896 0.1 0.0 -0.1
H 4.320598 1.518050 -2.440613 0.0 0.1 0.0
H 3.218268 2.124251 -3.655844 0.0 0.0 0.0
H 4.733852 0.455939 -4.576662 0.0 0.0 -0.1
H 3.088307 -0.100556 -4.708949 0.0 0.0 0.0
H 5.300839 -1.131663 -2.934925 0.0 0.0 0.0
H 4.144410 -2.018360 -3.901592 0.0 0.0 0.0
H 3.883949 -0.992825 -1.088480 0.0 0.0 0.0
H 3.208828 -2.441594 -1.820558 0.1 0.1 0.1
H 1.372811 -0.945091 -1.289905 0.0 -0.1 -0.2
H 1.546637 -0.993356 -3.047125 -0.1 0.0 0.1
N -11.084327 -0.404951 3.532673 0.1 0.0 0.0
C -9.957558 -0.520963 3.344603 -0.3 0.0 0.0
C -8.554537 -0.681586 3.107605 0.2 -0.1 0.0
C -7.836913 -1.637206 3.824081 0.0 0.1 -0.1
C -6.486505 -1.810678 3.584388 0.2 0.0 0.0
C -5.852299 -1.040289 2.617045 -0.4 0.1 0.1
C -6.561122 -0.078129 1.909490 0.2 -0.1 -0.1
C -7.907556 0.106822 2.159430 -0.1 0.0 0.0
N -4.458600 -1.246280 2.345011 0.1 -0.2 0.1
C -3.742922 -2.376394 2.665409 0.2 0.0 -0.1
C -2.470418 -2.164167 2.247722 -0.4 -0.1 0.1
N -2.389966 -0.914346 1.666678 1.1 0.2 -0.4
C -3.610921 -0.397068 1.750502 0.2 0.4 -0.1
H -8.337527 -2.240504 4.568055 0.0 0.0 0.0
H -5.943969 -2.536041 4.172914 0.0 0.0 0.0
H -6.077062 0.518606 1.147640 -0.1 0.0 0.0
H -8.465051 0.855757 1.614850 0.0 0.0 0.0
H -4.172564 -3.243805 3.129881 -0.1 0.0 0.0
H -1.635188 -2.827830 2.353002 0.0 0.0 -0.1
H -3.884725 0.584777 1.403692 -0.1 0.0 0.0
```
Forces are in eV/Å.

HOMO ... -15.4 eV
Net charge ... +3
ΔE to the lowest compared entry with this formula, charge and spin ... 56.11 kcal per mole
Molecular weight ... 1037.1 g/mol
Gap between HOMO and LUMO ... 5.769 eV

Atomic partial charges in e from the Löwdin method, atoms 1 to 99:
1. Ta 2.091
2. C -0.002
3. O 0.006
4. C -0.234
5. C 0.064
6. C 0.037
7. C -0.119
8. C -0.312
9. C 0.038
10. O -0.158
11. C -0.258
12. O -0.226
13. C 0.088
14. H 0.113
15. H 0.099
16. H 0.109
17. H 0.147
18. H 0.133
19. H 0.117
20. H 0.104
21. H 0.112
22. H 0.111
23. C -0.063
24. C -0.216
25. C -0.148
26. C -0.013
27. C -0.024
28. C -0.021
29. C -0.173
30. C -0.211
31. C -0.059
32. C -0.166
33. N -0.037
34. C -0.059
35. C -0.301
36. C 0.057
37. C -0.017
38. C -0.129
39. N -0.157
40. H 0.087
41. H 0.071
42. H 0.085
43. H 0.088
44. H 0.114
45. H 0.131
46. H 0.124
47. H 0.128
48. H 0.036
49. H 0.116
50. H 0.081
51. H 0.086
52. H 0.087
53. H 0.154
54. H 0.136
55. H 0.124
56. H 0.104
57. O -0.451
58. P 0.985
59. C -0.321
60. C -0.167
61. C -0.186
62. C -0.175
63. C -0.182
64. C -0.163
65. C -0.324
66. C -0.160
67. C -0.195
68. C -0.177
69. C -0.187
70. C -0.174
71. C -0.336
72. C -0.157
73. C -0.175
74. C -0.154
75. C -0.156
76. C -0.187
77. H 0.128
78. H 0.076
79. H 0.141
80. H 0.073
81. H 0.130
82. H 0.097
83. H 0.131
84. H 0.072
85. H 0.129
86. H 0.083
87. H 0.141
88. H 0.119
89. H 0.138
90. H 0.087
91. H 0.111
92. H 0.086
93. H 0.128
94. H 0.121
95. H 0.130
96. H 0.102
97. H 0.137
98. H 0.102
99. H 0.088